# 1
Molecular formula: C26H33N3O4S
Method: DFT, wB97M-V/def2-TZVPD

Element x y z (Å)
C: 6.397 4.515 -2.273
C: 5.054 3.962 -1.905
C: 3.983 4.042 -2.788
C: 2.740 3.553 -2.441
C: 2.539 2.968 -1.193
C: 3.602 2.882 -0.302
C: 4.841 3.376 -0.664
H: 5.661 3.303 0.036
H: 3.457 2.426 0.663
N: 1.251 2.500 -0.904
C: 0.832 1.807 0.176
O: 1.503 1.472 1.127
C: -0.658 1.482 0.122
H: -0.895 0.759 0.900
H: -1.235 2.393 0.289
S: -1.284 0.811 -1.483
O: -0.899 1.817 -2.487
C: -0.028 -0.539 -1.674
C: -0.133 -1.518 -0.536
O: 0.801 -1.717 0.224
N: -1.337 -2.107 -0.368
C: -2.371 -2.051 -1.349
C: -2.173 -2.722 -2.551
C: -3.142 -2.723 -3.540
C: -4.331 -2.045 -3.292
C: -4.537 -1.397 -2.091
C: -3.568 -1.384 -1.094
C: -3.827 -0.697 0.207
H: -4.155 -1.420 0.955
H: -4.604 0.054 0.095
H: -2.929 -0.222 0.593
H: -5.471 -0.886 -1.915
H: -5.102 -2.034 -4.047
C: -2.918 -3.424 -4.845
H: -2.756 -2.693 -5.637
H: -2.049 -4.075 -4.795
H: -3.789 -4.018 -5.115
H: -1.245 -3.256 -2.703
C: -1.498 -3.075 0.709
H: -2.344 -3.719 0.468
H: -0.584 -3.675 0.779
C: -1.763 -2.429 2.083
O: -2.841 -2.537 2.636
N: -0.712 -1.765 2.578
H: 0.153 -1.741 2.045
C: -0.709 -1.147 3.886
H: -1.742 -1.201 4.242
C: -0.206 0.307 3.824
C: 0.690 0.467 5.049
H: 0.088 0.639 5.943
C: 1.380 -0.890 5.135
H: 2.138 -0.961 4.355
H: 1.855 -1.064 6.099
C: 0.244 -1.875 4.861
H: -0.284 -2.108 5.785
H: 0.600 -2.811 4.433
H: 1.392 1.291 4.936
H: 0.400 0.446 2.928
H: -1.025 1.025 3.807
H: 0.968 -0.099 -1.693
H: -0.251 -0.993 -2.638
H: 0.576 2.617 -1.661
H: 1.916 3.617 -3.137
H: 4.125 4.492 -3.760
H: 7.193 3.942 -1.805
H: 6.540 4.504 -3.351
H: 6.482 5.548 -1.932

Properties
Electronic energy, Ha: -1874.02724
Molar mass, g mol⁻¹: 483.63
Orbital gap, eV: 8.7884
Relative energy (zero: lowest compared OMol25 entry of this formula, charge and spin), kJ/mol: 56.9



# 2
Molecular formula: C49H57IN5OP2Sr
Method: DFT, wB97M-V/def2-TZVPD

Element x y z (Å)
Sr: -0.235 -0.203 0.286
C: 1.866 0.612 5.452
C: 1.875 0.548 4.058
N: 0.920 1.125 3.317
C: -0.231 1.629 3.958
C: -0.128 1.924 5.331
C: 0.927 1.354 6.090
C: -1.072 2.797 5.920
C: -2.040 3.348 5.136
C: -2.241 2.897 3.823
C: -1.460 1.907 3.247
N: -1.848 1.190 2.111
C: -3.213 1.052 1.877
C: -4.229 1.112 2.820
C: -5.589 0.953 2.499
C: -6.003 0.725 1.221
C: -5.015 0.576 0.220
C: -5.356 0.294 -1.123
C: -4.388 0.099 -2.056
C: -3.046 0.150 -1.634
N: -2.687 0.433 -0.407
C: -3.644 0.686 0.538
H: 2.695 0.165 5.984
H: 2.732 0.198 3.501
H: 0.980 1.546 7.153
H: -0.961 3.061 6.963
H: -2.708 4.099 5.542
H: -3.100 3.254 3.274
H: -3.969 1.303 3.850
H: -6.321 1.027 3.295
H: -7.050 0.636 0.964
H: -6.405 0.234 -1.391
H: -4.624 -0.111 -3.091
H: -2.246 -0.016 -2.346
C: -0.405 -1.422 -3.984
C: -0.969 -2.607 -3.204
C: -0.981 -3.849 -4.086
P: -0.028 -2.735 -1.602
C: -0.276 -4.498 -1.123
C: 0.622 -4.890 0.046
C: -1.749 -4.693 -0.757
C: 1.694 -2.621 -2.184
C: 2.330 -3.697 -2.804
C: 3.582 -3.593 -3.383
C: 4.194 -2.338 -3.367
C: 3.606 -1.256 -2.754
C: 2.346 -1.348 -2.093
N: 1.746 -0.312 -1.453
C: 2.502 0.817 -1.092
C: 3.772 0.714 -0.499
C: 4.421 1.820 0.014
C: 3.835 3.080 -0.052
C: 2.598 3.203 -0.653
C: 1.919 2.100 -1.177
P: 0.233 2.198 -1.887
C: 0.662 2.203 -3.697
C: 1.617 3.320 -4.106
C: -0.544 2.154 -4.636
C: -0.328 3.914 -1.483
C: -0.461 4.063 0.035
C: -1.685 4.182 -2.136
H: -1.085 -1.132 -4.790
H: 0.558 -1.690 -4.427
H: -0.217 -0.553 -3.352
H: -1.998 -2.372 -2.905
H: 0.036 -4.151 -4.347
H: -1.507 -3.633 -5.021
H: -1.482 -4.696 -3.615
H: -0.037 -5.139 -1.977
H: 0.385 -4.302 0.936
H: 1.678 -4.739 -0.181
H: 0.472 -5.944 0.295
H: -2.029 -4.041 0.075
H: -1.932 -5.727 -0.450
H: -2.417 -4.470 -1.591
H: 1.824 -4.656 -2.834
H: 4.057 -4.448 -3.846
H: 5.157 -2.203 -3.849
H: 4.112 -0.301 -2.772
H: 4.232 -0.262 -0.416
H: 5.376 1.697 0.512
H: 4.303 3.933 0.418
H: 2.135 4.181 -0.679
H: 1.193 1.246 -3.773
H: 1.122 4.295 -4.060
H: 1.955 3.176 -5.137
H: 2.498 3.357 -3.466
H: -0.970 3.146 -4.790
H: -1.338 1.507 -4.266
H: -0.241 1.780 -5.618
H: 0.390 4.652 -1.856
H: -1.115 3.285 0.443
H: -0.907 5.032 0.274
H: 0.491 4.012 0.562
H: -2.402 3.393 -1.886
H: -1.625 4.252 -3.222
H: -2.092 5.125 -1.764
O: -1.394 -1.489 2.173
C: -0.671 -1.948 3.295
C: 0.736 -2.372 2.919
C: 1.459 -3.230 3.741
C: 2.752 -3.563 3.387
C: 3.292 -3.042 2.220
C: 2.498 -2.206 1.454
N: 1.252 -1.877 1.795
H: -1.632 -0.517 2.318
H: -1.200 -2.788 3.755
H: -0.597 -1.156 4.050
H: 1.007 -3.621 4.644
H: 3.338 -4.225 4.013
H: 4.297 -3.280 1.901
H: 2.857 -1.781 0.524
I: 3.085 4.090 3.605
C: 1.124 1.341 1.967
H: 0.600 2.224 1.631
H: 2.177 1.319 1.718

Properties
Electronic energy, Ha: -3261.71210
Molar mass, g mol⁻¹: 1008.50
Orbital gap, eV: 5.7415
Relative energy (zero: lowest compared OMol25 entry of this formula, charge and spin), kJ/mol: 0.0
Charge: -1



# 3
Molecular formula: C4H12
Method: DFT, wB97M-V/def2-TZVPD

Element x y z (Å)
C: 0.095 -0.347 -2.402
C: -0.727 0.776 -1.766
H: 1.145 -0.084 -2.375
H: -0.163 -1.322 -1.982
H: -0.451 -0.432 -3.354
H: -0.627 1.800 -2.153
H: -0.413 0.945 -0.714
H: -1.800 0.584 -1.833
C: 0.466 0.440 1.681
C: 0.276 -0.893 2.433
H: 1.437 0.856 1.960
H: 0.335 0.351 0.623
H: -0.258 1.173 2.072
H: -0.065 -1.653 1.723
H: -0.404 -0.736 3.267
H: 1.153 -1.459 2.819

Properties
Electronic energy, Ha: -159.55562
Molar mass, g mol⁻¹: 60.14
SMILES: CC.CC
Orbital gap, eV: 12.1869
Relative energy (zero: lowest compared OMol25 entry of this formula, charge and spin), kJ/mol: 77.1



# 4
Molecular formula: C5H10O
Method: DFT, wB97M-V/def2-TZVPD

Element x y z (Å)
O: -0.886 -1.035 -2.277
C: -0.997 -0.036 -1.286
C: 0.231 -0.043 -0.408
C: 0.363 1.178 0.516
C: 1.009 0.249 1.578
C: 0.371 -0.951 0.839
H: -1.756 -1.167 -2.664
H: -1.057 0.984 -1.716
H: -1.898 -0.171 -0.665
H: 1.120 -0.144 -1.043
H: -0.626 1.518 0.852
H: 0.932 2.038 0.149
H: 2.101 0.245 1.492
H: 0.738 0.412 2.627
H: -0.606 -1.210 1.266
H: 0.963 -1.866 0.740

Properties
Electronic energy, Ha: -271.71233
Molar mass, g mol⁻¹: 86.13
SMILES: OCC1CCC1
Orbital gap, eV: 11.1468
Relative energy (zero: lowest compared OMol25 entry of this formula, charge and spin), kJ/mol: 105.8



# 5
Molecular formula: C5H8O
Method: DFT, wB97M-V/def2-TZVPD

Element x y z (Å)
O: 0.561 -0.804 -1.856
C: 0.360 -0.871 -0.473
C: 1.134 0.096 0.453
C: -0.199 0.550 1.084
C: -1.069 1.478 0.409
C: -1.006 -0.394 0.086
H: 0.475 0.117 -2.134
H: 0.538 -1.913 -0.199
H: 1.664 0.906 -0.059
H: 1.832 -0.409 1.126
H: -0.380 0.360 2.143
H: -0.566 1.789 -0.534
H: -1.654 0.192 -0.606
H: -1.690 -1.098 0.559

Properties
Electronic energy, Ha: -270.38514
Molar mass, g mol⁻¹: 84.12
Orbital gap, eV: 9.4200
Relative energy (zero: lowest compared OMol25 entry of this formula, charge and spin), kJ/mol: 453.6



# 6
Molecular formula: F2H4SSi2
Method: DFT, wB97M-V/def2-TZVPD

Element x y z (Å)
F: 0.342 -0.478 -1.072
F: 2.095 0.543 0.373
Si: -1.438 -0.970 0.932
Si: 1.221 0.863 -0.874
S: -2.492 0.623 0.747
H: -0.459 -0.814 2.037
H: -1.521 -2.345 0.408
H: 0.164 1.629 -0.369
H: 2.089 0.948 -2.180

Properties
Electronic energy, Ha: -1179.26282
Spin multiplicity: 3
Molar mass, g mol⁻¹: 130.27
Orbital gap (alpha / beta), eV: 6.4895 / 7.3173
Relative energy (zero: lowest compared OMol25 entry of this formula, charge and spin), kJ/mol: 68.6



# 7
Molecular formula: C8H13PS
Method: DFT, wB97M-V/def2-TZVPD

Element x y z (Å)
C: -0.261 1.067 1.129
C: -0.395 -1.149 -0.052
C: -1.522 0.824 0.513
C: -1.608 -0.495 -0.153
C: -2.639 1.732 0.721
C: -2.806 -1.038 -0.840
C: 4.155 -0.999 0.131
C: 2.198 0.517 -0.886
P: 0.806 -0.415 0.995
S: 3.808 0.719 -0.221
H: -0.110 1.724 2.026
H: 0.021 -2.010 -0.528
H: -2.610 2.412 -0.054
H: -2.537 2.352 1.611
H: -3.473 1.145 0.715
H: -2.874 -2.050 -1.202
H: -2.901 -0.404 -1.742
H: -3.729 -1.012 -0.115
H: 3.284 -1.390 0.829
H: 5.160 -1.036 0.473
H: 4.171 -1.629 -0.772
H: 1.808 1.446 -0.871
H: 2.053 -0.311 -1.708

Properties
Electronic energy, Ha: -1052.02264
Molar mass, g mol⁻¹: 172.23
Orbital gap, eV: 7.0918
Relative energy (zero: lowest compared OMol25 entry of this formula, charge and spin), kJ/mol: 245.4



# 8
Molecular formula: C2H3N
Method: DFT, wB97M-V/def2-TZVPD

Element x y z (Å)
C: 0.857 0.388 0.004
C: -0.331 -0.051 -0.305
N: -1.459 -0.501 -0.494
H: 0.951 1.361 0.467
H: 1.701 -0.283 -0.075
H: -1.718 -0.914 0.403

Properties
Electronic energy, Ha: -132.70630
Molar mass, g mol⁻¹: 41.05
SMILES: C=C=N
Orbital gap, eV: 10.3997
Relative energy (zero: lowest compared OMol25 entry of this formula, charge and spin), kJ/mol: 119.2